Version w
13
Properties=species:S:1:pos:R:3:lowdin_charge:R:1 method="wB97M-V/def2-TZVPD" lumo_energy_ev=0.746 gap_ev=10.656
O -1.7224 2.3356 -0.0044 -0.06
C -1.6584 1.3189 0.9733 -0.28
C -0.6801 0.2646 0.6566 0.02
C 0.1038 -0.6084 0.3803 -0.04
C 1.1338 -1.5456 -0.0708 -0.16
C 1.8989 -0.8735 -1.2038 -0.26
O 2.0748 -1.3732 -2.2845 0.06
H -1.9573 1.9238 -0.8457 0.09
H -2.6403 0.8524 1.1408 0.12
H -1.3704 1.8167 1.9034 0.12
H 0.7191 -2.4913 -0.4325 0.12
H 1.8332 -1.7650 0.7480 0.13
H 2.2653 0.1450 -0.9608 0.13

Version x
13
Properties=species:S:1:pos:R:3:lowdin_charge:R:1 method="wB97M-V/def2-TZVPD" lumo_energy_ev=0.724 gap_ev=10.775
O 1.6074 0.9287 -0.1296 -0.05
C 0.7367 0.3221 -1.0484 -0.23
C -0.4206 -0.4217 -0.3386 -0.26
C 0.0986 -1.7145 0.2965 -0.21
O 0.6547 -2.5587 -0.3583 0.07
C -1.0242 0.4867 0.6410 -0.12
C -1.3906 1.3011 1.4503 0.14
H 1.0768 1.5340 0.4089 0.08
H 0.3015 1.0498 -1.7479 0.13
H 1.3172 -0.4058 -1.6219 0.13
H -1.1624 -0.7160 -1.0943 0.16
H -0.0621 -1.8319 1.3846 0.13
H -1.7331 2.0262 2.1577 0.04

Of them, the most stable is version w and the least stable is version x.

Version w
19
Properties=species:S:1:pos:R:3:lowdin_charge:R:1 method="wB97M-V/def2-TZVPD" total_charge=-1 lumo_energy_ev=3.768 gap_ev=6.606
C 0.5217 -0.7889 -1.7879 -0.09
C 0.6130 0.6854 -1.2611 -0.30
N 1.1162 0.8254 0.1041 -0.12
C 0.2821 0.7319 1.3352 -0.26
C 0.3398 -0.7065 1.8507 -0.53
O 1.5300 -1.3220 1.6426 -0.36
H -0.3955 -0.9676 -2.3593 0.05
H 0.4821 -1.3767 -0.8645 0.05
H 1.4159 -1.0382 -2.3600 0.05
H 1.2561 1.3365 -1.8869 0.09
H -0.4274 1.0520 -1.2793 0.07
H 1.6813 -0.0470 0.2817 0.07
H -0.7141 1.1510 1.1889 0.08
H 0.7675 1.4781 1.9983 0.09
H 0.1214 -0.6810 2.9265 0.07
H -0.5488 -1.1641 1.2908 0.08
H -1.9653 0.5607 -0.2692 -0.02
H -3.1475 -0.3296 -0.2048 0.03
O -2.9286 0.6004 -0.3458 -0.08

Version x
19
Properties=species:S:1:pos:R:3:lowdin_charge:R:1 method="wB97M-V/def2-TZVPD" total_charge=-1 lumo_energy_ev=3.969 gap_ev=7.551
C 0.8633 0.2458 -1.5107 -0.14
N -0.5722 0.3158 -1.0600 -0.10
C -0.4474 1.9608 0.7762 -0.09
C -0.7291 0.4717 0.4212 -0.39
C 0.1100 -0.5285 1.2667 -0.34
O -0.4117 -1.7987 1.2949 -0.16
H 1.5607 -0.0332 -0.7428 0.04
H 0.9353 -0.2347 -2.4934 0.08
H 1.1330 1.3042 -1.5783 0.05
H -0.9705 -0.6254 -1.2243 0.07
H 0.6384 2.0723 0.9807 0.07
H -0.9397 2.0716 1.7352 0.05
H -0.7761 2.6880 0.0320 0.06
H -1.7861 0.2124 0.6149 0.13
H -0.0412 -0.1295 2.2999 0.11
H 1.1812 -0.4523 1.0477 0.09
H -0.2508 -2.3262 0.3798 0.00
H 0.7151 -2.4941 -1.2060 -0.10
O -0.2124 -2.7201 -1.0337 -0.45

Of them, the most stable is version x and the least stable is version w.